(1)
The following is a quantum chemistry calculation of a structure of composition C29H36AsN3O5PS2V in a non-equilibrium geometry, from the OMol25 dataset.

Values from the calculation:
Expectation value of S²   1.09
LUMO energy (alpha / beta)   -2.71 / -2.69 eV
DFT total energy   -5984.40141 Eh
Net charge   +1
Frontier orbital gap (alpha / beta)   7.38 / 6.60 eV
2S+1   2

```
78
C29H36AsN3O5PS2V, DFT ωB97M-V/def2-TZVPD
V -0.50208 -0.13143 0.06987
S -0.94096 -0.52878 2.24613
C -1.76554 -2.09470 2.49154
C -2.10339 -2.51151 3.78055
C -2.76488 -3.71594 3.97628
C -3.09693 -4.52628 2.89450
C -2.75337 -4.12468 1.61451
C -2.09294 -2.91542 1.41648
As -1.56364 -2.25995 -0.32219
C -3.21267 -1.50399 -1.02106
C -3.19024 -0.96039 -2.30990
C -4.32555 -0.35328 -2.83398
C -5.47993 -0.26839 -2.06323
C -5.50074 -0.79973 -0.77911
C -4.37010 -1.41562 -0.25630
C -1.38932 -3.92614 -1.29449
C -2.36832 -4.38411 -2.16615
C -2.22436 -5.62370 -2.77869
C -1.10744 -6.40456 -2.51781
C -0.12688 -5.94562 -1.64690
C -0.26545 -4.70723 -1.04052
H -1.84223 -1.88189 4.62540
H -3.02025 -4.02892 4.98296
H -3.61588 -5.46479 3.05080
H -2.98951 -4.75467 0.76627
H -2.29812 -1.04523 -2.91340
H -4.31147 0.04975 -3.84115
H -6.36799 0.20684 -2.46874
H -6.40446 -0.74212 -0.18290
H -4.38853 -1.82986 0.74086
H -3.24634 -3.78765 -2.36548
H -2.99163 -5.98097 -3.45551
H -1.00162 -7.37296 -2.99247
H 0.74523 -6.55601 -1.43969
H 0.50358 -4.35130 -0.36963
C -2.93594 2.15809 0.85308
P -1.46600 2.69344 -0.00749
C -1.22819 4.40265 0.42687
C -1.88226 2.61393 -1.74278
O -0.19969 1.87651 0.29996
H -3.74086 2.86654 0.63290
H -2.74033 2.13029 1.92314
H -3.24318 1.16428 0.53380
H -2.12413 4.99326 0.21950
H -0.38081 4.80645 -0.13086
H -1.00036 4.44352 1.49331
H -2.75385 3.23908 -1.95167
H -2.13046 1.58456 -2.00450
H -1.03920 2.95418 -2.34381
C 3.95985 -5.01915 -4.61340
C 4.37404 -4.75435 -3.16908
S 3.78732 -3.16056 -2.66628
O 4.10579 -2.20431 -3.70029
O 2.42665 -3.28863 -2.19783
C 4.77213 -2.75419 -1.23934
C 4.75502 -1.24657 -0.97392
N 3.41242 -0.62487 -1.10080
C 2.35144 -0.94515 -0.33061
N 1.23092 -0.40973 -0.83408
C 1.59777 0.26499 -1.98017
C 2.91396 0.11913 -2.15880
N 3.68010 0.74174 -3.21642
O 3.02715 1.30878 -4.06697
O 4.88895 0.78295 -3.10876
C 2.42934 -1.76010 0.91522
H 4.31323 -6.00670 -4.90677
H 4.39342 -4.27834 -5.28413
H 2.87411 -4.99696 -4.72708
H 5.46173 -4.73510 -3.04382
H 3.93505 -5.46423 -2.46318
H 5.79573 -3.07787 -1.43444
H 4.35290 -3.33925 -0.42070
H 5.39469 -0.74046 -1.67380
H 5.12624 -1.05241 0.02674
H 0.90766 0.78653 -2.61845
H 3.43895 -2.11103 1.10967
H 1.76564 -2.61758 0.83876
H 2.09724 -1.17565 1.76932
```

Atom charges from the Mulliken analysis, given in e for atoms 1 to 5: 0.445 -0.467 0.580 -0.692 -0.585

---

(2)
The following is a quantum chemistry calculation of a structure of composition C29H36AsNOPSiY in a non-equilibrium geometry, from the OMol25 dataset.

Values from the calculation:
LUMO energy   -5.99 eV
DFT total energy   -4161.16783 Eh
Net charge   +2
Frontier orbital gap   6.48 eV
2S+1   1

```
71
C29H36AsNOPSiY, DFT ωB97M-V/def2-TZVPD
Y -1.51337 0.03207 0.42257
N -0.67346 0.43054 2.84407
C 0.75043 0.46232 3.23088
C 1.05503 0.51717 4.58222
C 2.37802 0.57334 4.99355
C 3.39634 0.58351 4.04812
C 3.08571 0.50972 2.70023
C 1.75776 0.44490 2.27795
P 1.35382 0.28119 0.52946
C 1.30749 1.99179 -0.09371
C 1.19816 2.17029 -1.47793
C 1.20611 3.44360 -2.02337
C 1.29610 4.55448 -1.18760
C 1.37730 4.38565 0.18595
C 1.38957 3.10621 0.73435
C 2.75772 -0.48774 -0.27879
C 2.79407 -1.88386 -0.29192
C 3.87702 -2.53912 -0.85680
C 4.91318 -1.80459 -1.41934
C 4.87255 -0.41611 -1.41609
C 3.79506 0.24872 -0.84837
H -1.13685 -0.19353 3.50345
H -1.06543 1.35201 3.04190
H 0.25844 0.51888 5.31766
H 2.60999 0.60705 6.04969
H 4.43040 0.63891 4.36027
H 3.88242 0.49100 1.96690
H 1.17827 1.30531 -2.13570
H 1.17415 3.57342 -3.09835
H 1.32147 5.55038 -1.61161
H 1.46021 5.24842 0.83389
H 1.49614 2.98477 1.80588
H 1.97980 -2.45922 0.13758
H 3.91052 -3.62065 -0.86285
H 5.75489 -2.31614 -1.86755
H 5.68303 0.15143 -1.85381
H 3.77221 1.33142 -0.84572
C -4.23025 -2.75442 0.96177
Si -2.87993 -2.37919 -0.27529
C -3.57160 -2.42950 -2.00937
C -1.35170 -3.41164 -0.02301
C -0.75533 -4.19457 -1.01735
C 0.41335 -4.90223 -0.76130
C 1.00871 -4.84356 0.49451
C 0.44145 -4.06794 1.49610
C -0.72328 -3.35456 1.23123
H -4.66249 -3.74494 0.79314
H -5.03793 -2.02375 0.89349
H -3.84802 -2.74623 1.98551
H -3.95676 -3.42293 -2.26231
H -2.81856 -2.17935 -2.76134
H -4.40848 -1.73339 -2.09970
H -1.21171 -4.26719 -1.99821
H 0.85702 -5.50899 -1.54045
H 1.90837 -5.41146 0.69508
H 0.89446 -4.03288 2.47920
H -1.17236 -2.76937 2.03707
C -4.79710 2.37768 -1.61444
As -2.92015 2.62028 -1.69717
C -2.51531 4.44291 -1.98051
C -2.27529 1.54713 -3.12725
O -2.21600 2.06063 -0.23520
H -5.24121 2.57166 -2.58996
H -5.21070 3.06469 -0.87878
H -4.99941 1.35290 -1.30922
H -2.85087 4.73464 -2.97434
H -1.44021 4.57946 -1.88198
H -3.03318 5.02941 -1.22445
H -2.49773 2.02762 -4.07996
H -2.78341 0.58243 -3.09247
H -1.19864 1.41914 -3.03011
```

Atom charges from the Mulliken analysis, given in e for atoms 1 to 5: 0.692 -0.143 0.203 -0.548 -0.682

---

(3)
The following is a quantum chemistry calculation of a structure of composition C29H36BaCl2N5O3 in a non-equilibrium geometry, from the OMol25 dataset.

Values from the calculation:
LUMO energy   2.29 eV
DFT total energy   -2572.15615 Eh
Net charge   -1
Frontier orbital gap   5.51 eV
2S+1   1

```
76
C29H36BaCl2N5O3, DFT ωB97M-V/def2-TZVPD
Ba 0.09856 0.11514 0.39860
C 3.18026 -1.35169 1.31727
N 2.20208 -2.22913 0.69405
C 2.85809 -3.18657 -0.19154
C 2.20494 -3.35929 -1.55731
C 2.14949 -2.07904 -2.40134
N 0.93221 -1.32403 -2.22167
C 0.09287 -1.37732 -3.18294
C -1.19193 -0.75407 -3.28255
C -2.10293 -1.27761 -4.21681
C -3.37281 -0.77461 -4.35944
C -3.75970 0.30919 -3.56020
C -2.88664 0.87072 -2.66739
C -1.56061 0.37956 -2.48643
O -0.74653 0.94128 -1.67752
C 1.40100 -2.85686 1.73136
C 0.27861 -3.78508 1.27868
C -0.85886 -3.14751 0.48229
N -1.39022 -1.97564 1.09813
C -2.38290 -2.06873 1.89633
C -3.05066 -0.99482 2.55425
C -3.98388 -1.32805 3.55504
C -4.70799 -0.38448 4.23785
C -4.53354 0.96673 3.90459
C -3.66010 1.33071 2.91814
C -2.85885 0.39122 2.18891
O -2.08073 0.79211 1.27293
H 3.91954 -1.91348 1.91510
H 2.67781 -0.64843 1.97967
H 3.71330 -0.79315 0.54967
H 2.94207 -4.17406 0.29077
H 3.88415 -2.84842 -0.36236
H 1.19909 -3.77255 -1.46657
H 2.80320 -4.10343 -2.09386
H 2.26292 -2.37277 -3.45861
H 2.99913 -1.43590 -2.14717
H 0.35296 -1.99420 -4.06472
H -1.78960 -2.11907 -4.82790
H -4.06267 -1.20884 -5.07205
H -4.76261 0.70954 -3.65532
H -3.18173 1.70826 -2.04643
H 0.97963 -2.05535 2.34273
H 2.04036 -3.45367 2.41341
H -0.14238 -4.21771 2.19193
H 0.68008 -4.62427 0.70093
H -1.62902 -3.91923 0.31322
H -0.48788 -2.84424 -0.49930
H -2.81694 -3.06420 2.10356
H -4.12392 -2.37832 3.79585
H -5.40600 -0.67359 5.01369
H -5.10183 1.72690 4.42916
H -3.52988 2.37429 2.65522
C 1.44370 2.72954 3.37002
C 1.06278 1.66123 2.34044
O 0.90341 0.51906 2.79993
H 1.75541 2.29306 4.32967
H 0.55402 3.34542 3.52797
H 2.22411 3.37358 2.96518
Cl -0.88359 3.81807 -0.00357
C 0.13103 5.15662 -0.58578
Cl 1.46732 5.48221 0.52003
H -0.46359 6.05960 -0.65167
H 0.55497 4.87438 -1.54264
N 1.41084 2.09364 -3.48638
C 2.60333 1.62197 -3.02937
C 3.61868 1.23883 -3.93101
C 4.84317 0.84654 -3.44077
C 5.05351 0.85803 -2.06608
C 4.00191 1.25818 -1.25980
N 2.80248 1.61222 -1.70445
H 1.19670 1.83584 -4.43764
H 0.61615 1.92387 -2.85050
H 3.42361 1.25995 -4.99614
H 5.63464 0.54364 -4.11528
H 6.00457 0.57484 -1.63616
H 4.12098 1.30670 -0.18160
```

Atom charges from the Mulliken analysis, given in e for atoms 1 to 5: 1.611 -1.061 1.006 -1.410 -0.511